1.
Formula: C37H47CoF5IN4S
Source: the Open Molecules 2025 dataset
Level of theory: the ωB97M-V functional and the def2-TZVPD basis

```
96
Properties=species:S:1:pos:R:3:lowdin_charge:R:1
Co 1.2956 0.4675 0.6379 0.42
C -0.0518 4.3173 2.5115 -0.06
C -0.9473 3.2704 1.8443 -0.38
C -2.1231 3.9370 1.1241 -0.06
C -1.4463 2.2269 2.8227 -0.13
C -2.0692 2.6345 3.9937 -0.04
C -2.5899 1.7120 4.8817 -0.07
C -2.4724 0.3660 4.5875 -0.05
C -1.8639 -0.0895 3.4219 -0.14
C -1.7700 -1.5925 3.2406 -0.38
C -3.1574 -2.2414 3.2205 -0.07
C -0.9020 -2.2331 4.3275 -0.05
C -1.3401 0.8616 2.5144 -0.15
N -0.7381 0.5107 1.2705 0.10
C -1.4989 -0.1698 0.4344 -0.10
C -1.1795 -0.7628 -0.7971 -0.17
C -2.1808 -1.7716 -1.3441 -0.23
C -2.4827 -1.5702 -2.7856 -0.10
C -1.4870 -1.1307 -3.5805 -0.13
C -0.2530 -0.6547 -3.0428 -0.07
C -0.1174 -0.3388 -1.6937 -0.28
N 0.9161 0.4183 -1.2134 0.00
C 1.9649 0.7697 -2.1203 -0.22
C 1.8640 1.9182 -2.9349 -0.16
C 2.9337 2.2378 -3.7682 -0.07
C 4.0803 1.4734 -3.8227 -0.09
C 4.1718 0.3424 -3.0361 -0.06
C 3.1362 -0.0299 -2.1898 -0.17
C 3.2965 -1.3331 -1.4284 -0.37
C 2.9775 -2.5054 -2.3618 -0.06
C 4.6932 -1.5096 -0.8284 -0.07
C 0.6812 2.8859 -3.0467 -0.35
C -0.3628 2.4176 -4.0705 -0.06
C -0.0003 3.2678 -1.7339 -0.07
H 0.4143 4.9481 1.7513 0.08
H 0.7364 3.8315 3.0892 0.07
H -0.6206 4.9625 3.1836 0.07
H -0.3592 2.7425 1.0972 0.06
H -2.7690 4.4535 1.8379 0.07
H -2.7208 3.1910 0.5971 0.08
H -1.7627 4.6645 0.3928 0.07
H -2.1657 3.6921 4.2102 0.11
H -3.0821 2.0320 5.7920 0.10
H -2.8678 -0.3585 5.2900 0.11
H -1.2828 -1.8212 2.3002 0.05
H -3.6591 -2.1464 4.1859 0.07
H -3.0569 -3.3070 3.0010 0.07
H -3.8007 -1.7853 2.4631 0.07
H -1.3200 -2.0742 5.3247 0.08
H 0.1024 -1.8134 4.3011 0.06
H -0.8249 -3.3067 4.1437 0.08
H -2.5329 -0.3407 0.7434 0.14
H -3.0971 -1.7452 -0.7474 0.13
H -3.4482 -1.8649 -3.1802 0.09
H -1.6267 -1.0838 -4.6568 0.10
H 0.5426 -0.3801 -3.7184 0.11
H 2.8618 3.1256 -4.3869 0.11
H 4.9016 1.7617 -4.4679 0.10
H 5.0640 -0.2686 -3.0854 0.10
H 2.5808 -1.3718 -0.6048 0.09
H 3.7271 -2.5551 -3.1584 0.08
H 1.9944 -2.3852 -2.8112 0.06
H 2.9792 -3.4452 -1.8094 0.08
H 5.4380 -1.6984 -1.6045 0.07
H 4.6910 -2.3650 -0.1512 0.08
H 4.9929 -0.6254 -0.2648 0.07
H 1.1123 3.8082 -3.4480 0.12
H -0.9860 1.6271 -3.6592 0.06
H 0.1208 2.0473 -4.9768 0.08
H -1.0062 3.2574 -4.3478 0.07
H -0.4067 2.3982 -1.2210 0.06
H -0.8146 3.9684 -1.9360 0.08
H 0.7192 3.7685 -1.0853 0.06
S -0.1561 -2.8189 0.1031 0.87
C -1.5372 -3.2151 -1.0473 -0.77
N -1.0430 -3.9615 -2.1736 -0.01
C -2.0885 -4.8453 -2.6619 -0.19
C -2.8913 -5.1647 -1.3935 -0.18
N -2.4449 -4.1548 -0.4447 -0.02
H -0.6198 -3.3718 -2.8746 0.10
H -1.6440 -5.7408 -3.1015 0.11
H -2.7357 -4.3744 -3.4158 0.10
H -2.6520 -6.1642 -1.0151 0.10
H -3.9685 -5.1187 -1.5834 0.10
H -3.1248 -3.7695 0.1868 0.10
F 2.0590 -1.4324 2.2508 -0.01
C 2.2319 -0.0526 2.2490 -0.40
F 3.5922 0.1182 2.0128 -0.03
C 2.0774 0.3594 3.7123 -0.57
F 0.8277 0.1749 4.1546 0.14
F 2.3820 1.6612 3.8865 0.13
F 2.8942 -0.3462 4.5146 0.14
I 3.8557 2.7395 0.0229 0.78
C 1.9327 2.2870 0.8772 -0.67
H 1.2538 2.9860 0.4044 -0.08
H 2.0538 2.5649 1.9187 -0.05
```

Summary:
2S+1 = 2
⟨S²⟩ = 1.032
calculated total energy = -115242.06842 eV
charge = -1
LUMO energy (spin up / spin down) = 0.70 / 0.65 eV
HOMO energy (spin up / spin down) = -4.1 / -4.0 eV

***

2.
Formula: C37H47IN2O10S
Source: the Open Molecules 2025 dataset
Level of theory: the ωB97M-V functional and the def2-TZVPD basis

```
98
Properties=species:S:1:pos:R:3:lowdin_charge:R:1
O -2.3821 1.2938 3.8300 0.11
C -2.1433 0.9910 2.6814 -0.48
O -0.8314 1.0180 2.2272 0.06
C -3.2306 0.6112 1.6890 -0.09
C -3.8418 -0.7893 1.9401 -0.17
C -3.7817 -1.7024 0.6852 -0.12
C -2.3173 -1.8464 0.2614 -0.22
C -1.3856 -2.2903 1.1827 0.00
C -0.0605 -2.3786 0.8102 0.03
C 0.3122 -2.0291 -0.4662 -0.08
C -0.6365 -1.6195 -1.3883 -0.08
C -1.9616 -1.5283 -1.0319 0.03
C -0.1613 -1.2486 -2.7731 -0.24
O -0.7497 -1.5965 -3.7756 0.12
C 1.1340 -0.4514 -2.7767 -0.04
C 2.0773 -0.8765 -1.8626 -0.08
C 3.2836 -0.2422 -1.7460 0.01
C 3.5191 0.8437 -2.5628 -0.15
C 2.5725 1.2747 -3.4533 -0.57
I 3.1186 3.0224 -4.5482 1.08
C 1.3447 0.6334 -3.6115 -0.22
C 0.2941 1.1044 -4.5929 -0.21
C 0.7050 1.0294 -6.0809 -0.47
S 1.3353 -0.5993 -6.6029 1.00
C 2.9995 -0.6956 -6.0640 -0.68
N 3.4715 -1.7623 -5.5243 0.04
N 4.7798 -1.5424 -5.1958 0.06
C 5.0330 -0.3354 -5.5591 -0.21
O 3.9774 0.2488 -6.1327 -0.03
C 1.7346 -2.0470 -0.9624 -0.25
O 2.5425 -2.8968 -0.6481 0.11
H -0.5126 1.9276 2.2596 0.11
H -3.9952 1.3913 1.7734 0.12
H -2.7960 0.7268 0.6878 0.11
H -3.2773 -1.2369 2.7651 0.10
H -4.8785 -0.6627 2.2635 0.10
H -4.2895 -2.6552 0.8480 0.12
H -4.2811 -1.1214 -0.1012 0.11
H -1.7098 -2.5462 2.1848 0.13
H 0.6668 -2.7263 1.5479 0.10
H -2.6780 -1.1923 -1.7762 0.13
H 4.0379 -0.5695 -1.0378 0.12
H 4.4792 1.3428 -2.4701 0.10
H -0.5993 0.4871 -4.4897 0.10
H -0.0098 2.1309 -4.3401 0.12
H 1.3820 1.8241 -6.3950 0.01
H -0.2067 1.1865 -6.6700 0.08
H 6.0011 0.1146 -5.4012 0.13
C 1.1656 -6.9093 -3.4539 -0.02
C 2.1791 -6.9757 -2.3367 -0.50
O 2.2330 -7.9265 -1.5906 0.06
C 3.1177 -5.8050 -2.1950 -0.02
H 0.5566 -7.8114 -3.4424 0.08
H 0.5158 -6.0432 -3.3171 0.08
H 1.6751 -6.8398 -4.4162 0.08
H 2.5509 -4.8946 -2.0034 0.06
H 3.7103 -5.6900 -3.1044 0.09
H 3.7896 -5.9808 -1.3573 0.08
C -6.0012 -0.0489 5.6978 -0.02
C -6.5185 1.1034 4.8729 -0.50
O -6.4017 1.1167 3.6682 0.06
C -7.1843 2.2335 5.6145 -0.03
H -5.5471 -0.7884 5.0407 0.07
H -5.2473 0.3063 6.4017 0.09
H -6.8235 -0.5172 6.2413 0.09
H -6.4816 2.6851 6.3151 0.08
H -8.0568 1.8645 6.1545 0.09
H -7.5068 2.9912 4.9028 0.08
C -7.4634 6.0776 8.3242 -0.02
C -7.3661 4.7268 8.9902 -0.50
O -7.9129 3.7539 8.5252 0.06
C -6.5566 4.6432 10.2610 -0.02
H -8.0714 5.9937 7.4257 0.08
H -7.9316 6.7943 9.0007 0.08
H -6.4686 6.4286 8.0452 0.09
H -6.9859 5.2983 11.0207 0.08
H -5.5230 4.9327 10.0651 0.09
H -6.5708 3.6199 10.6309 0.08
C 4.2429 -1.9805 2.0276 -0.01
C 3.4591 -2.8901 2.9390 -0.48
O 2.2991 -3.1605 2.7256 0.06
C 4.1852 -3.4519 4.1354 -0.02
H 3.6053 -1.6497 1.2135 0.05
H 4.5897 -1.1071 2.5836 0.09
H 5.0962 -2.5169 1.6098 0.09
H 4.5292 -2.6397 4.7778 0.09
H 5.0368 -4.0501 3.8076 0.09
H 3.5080 -4.0866 4.7034 0.08
C 5.8421 3.7222 -7.2203 -0.04
C 6.3304 4.9824 -6.5515 -0.51
O 5.7042 5.4976 -5.6538 0.05
C 7.6278 5.5713 -7.0477 -0.02
H 4.9046 3.4223 -6.7572 -0.01
H 5.6731 3.9036 -8.2831 0.09
H 6.5735 2.9221 -7.0929 0.09
H 7.5387 5.8341 -8.1029 0.09
H 8.4389 4.8540 -6.9130 0.09
H 7.8563 6.4708 -6.4796 0.08
```

Summary:
calculated total energy = -81521.40553 eV
SMILES = O=C(O)CCCc1ccc2c(c1)C(=O)c1c(ccc(I)c1CCSc1nnco1)C2=O.CC(C)=O.CC(C)=O.CC(C)=O.CC(C)=O.CC(C)=O
LUMO energy = -0.45 eV
HOMO energy = -9.0 eV